# 1
Computed, not measured: a structure of composition C32H32HfN6O6S2SeSi2, with wB97M-V/def2-TZVPD.

Output
- LUMO energy: -2.076 eV
- Frontier orbital gap: 5.62 eV
- ΔE to the lowest compared entry with this formula, charge and spin: 0.0 kcal/mol

XYZ file:
```
82
Properties=species:S:1:pos:R:3:mulliken_charge:R:1
Hf 0.685 0.134 0.015 0.920
C -0.712 -3.258 1.269 -1.068
Si 0.741 -2.632 0.213 0.629
C 2.293 -3.341 1.040 -1.210
C 0.497 -3.663 -1.375 1.148
C 0.381 -5.048 -1.194 -0.755
C 0.099 -5.912 -2.237 -0.843
C -0.087 -5.400 -3.512 -0.813
C 0.034 -4.038 -3.720 -0.735
C 0.332 -3.149 -2.674 0.361
Si 0.737 -1.422 -3.267 0.100
C -0.383 -0.986 -4.706 -1.381
C 2.481 -1.516 -3.940 -1.208
H -0.714 -4.350 1.322 0.539
H -1.671 -2.947 0.845 0.140
H -0.652 -2.879 2.289 0.234
H 2.280 -4.434 1.018 0.345
H 2.343 -3.013 2.078 0.215
H 3.207 -3.015 0.535 0.319
H 0.512 -5.464 -0.201 0.220
H 0.020 -6.978 -2.058 0.386
H -0.317 -6.059 -4.340 0.408
H -0.097 -3.667 -4.729 0.212
H -0.266 -1.710 -5.514 0.422
H -0.123 -0.009 -5.115 0.452
H -1.436 -0.969 -4.417 0.356
H 2.509 -2.195 -4.796 0.450
H 3.174 -1.902 -3.190 0.285
H 2.847 -0.542 -4.272 0.390
N -6.896 -2.275 1.576 -0.541
C -5.723 -1.552 1.496 1.061
C -5.414 -0.596 2.468 -0.770
C -4.263 0.159 2.366 -0.625
C -3.410 -0.039 1.286 -0.194
C -3.705 -0.985 0.305 -0.583
C -4.858 -1.731 0.410 -0.847
S -1.915 0.830 1.216 1.427
O -1.503 0.902 -0.212 -0.780
O -2.055 2.050 1.957 -0.797
N -0.715 -0.091 1.709 0.447
C -0.275 -0.348 2.996 0.086
S -1.056 0.115 4.466 -0.109
C 0.241 -0.603 5.342 -0.308
C 1.155 -1.105 4.479 -0.983
N 0.862 -0.956 3.147 0.108
H -7.331 -2.337 2.481 0.222
H -6.938 -3.129 1.047 0.227
H -6.087 -0.446 3.303 0.310
H -4.023 0.907 3.108 0.544
H -3.030 -1.125 -0.529 0.640
H -5.100 -2.464 -0.350 0.316
H 0.241 -0.602 6.418 0.448
H 2.071 -1.602 4.760 0.386
O 1.815 1.347 1.620 -0.842
C 1.496 2.449 1.084 1.227
O 0.900 2.440 -0.033 -0.812
C 1.803 3.734 1.763 -0.023
C 2.423 3.719 3.007 -0.319
C 2.700 4.915 3.647 -0.628
C 2.347 6.094 3.018 -0.010
C 1.728 6.132 1.782 -0.534
C 1.453 4.932 1.150 -0.395
N 2.642 7.377 3.702 1.015
O 3.177 7.323 4.789 -0.612
O 2.318 8.400 3.135 -0.611
H 2.676 2.772 3.462 0.558
H 3.179 4.948 4.615 0.494
H 1.471 7.082 1.340 0.490
H 0.964 4.904 0.186 0.553
Se 3.382 0.067 -0.713 0.085
N 0.678 -0.127 -2.080 0.851
C 0.952 1.140 -2.622 -0.128
C -0.064 1.860 -3.269 -0.380
C 0.151 3.113 -3.792 -0.787
C 1.425 3.695 -3.758 -0.706
C 2.455 3.001 -3.185 -0.364
C 2.248 1.748 -2.562 0.447
N 3.373 1.184 -2.034 -0.662
H -1.048 1.412 -3.298 0.509
H -0.677 3.649 -4.236 0.439
H 1.591 4.674 -4.185 0.445
H 3.458 3.404 -3.143 0.501
```



# 2
Computed, not measured: a cluster of 8 separate species, C37H43N7O7 in total, with wB97M-V/def2-TZVPD.

Output
- LUMO energy: -2.008 eV
- Frontier orbital gap: 6.12 eV
- Structure (SMILES): CC(=O)OCC1=C(CC(=O)O)C(=O)OC1=O.c1cc[nH]c1.c1cc[nH]c1.c1cc[nH]c1.c1cc[nH]c1.c1cc[nH]c1.c1cc[nH]c1.c1cc[nH]c1

XYZ file:
```
94
Properties=species:S:1:pos:R:3:mulliken_charge:R:1
C 0.448 0.953 3.805 -0.853
C 1.589 0.027 3.492 0.636
O 1.530 -1.162 3.540 -0.525
O 2.821 0.607 3.254 -0.348
C 2.954 1.629 2.264 -1.054
C 3.034 1.032 0.895 0.844
C 3.521 -0.132 0.461 1.307
C 4.106 -1.284 1.203 -0.226
C 5.495 -0.898 1.725 0.384
O 6.502 -1.120 1.135 -0.528
O 5.488 -0.196 2.877 -0.553
C 3.393 -0.133 -1.026 -0.234
O 3.774 -0.920 -1.823 -0.489
O 2.733 1.029 -1.412 -0.278
C 2.538 1.795 -0.282 0.028
O 2.038 2.869 -0.324 -0.562
H -0.484 0.455 3.542 0.351
H 0.497 1.919 3.310 0.322
H 0.454 1.121 4.885 0.201
H 3.885 2.150 2.501 0.350
H 2.147 2.363 2.289 0.420
H 4.240 -2.137 0.539 -0.009
H 3.440 -1.550 2.027 0.216
H 4.599 -0.194 3.266 0.482
C -2.101 1.908 9.219 -0.392
C -2.687 1.535 7.977 -0.432
C -1.789 0.730 7.329 -0.603
N -0.689 0.600 8.132 0.016
C -0.870 1.312 9.285 -0.661
H -2.529 2.542 9.978 0.441
H -3.654 1.826 7.599 0.563
H -1.846 0.235 6.374 0.473
H 0.125 0.055 7.915 0.217
H -0.115 1.334 10.051 0.419
C -6.840 -1.105 9.600 -0.581
C -7.477 -0.120 10.403 -0.424
C -6.620 0.946 10.495 -0.523
N -5.496 0.642 9.779 0.124
C -5.619 -0.604 9.232 -0.273
H -7.233 -2.070 9.326 0.382
H -8.450 -0.187 10.860 0.389
H -6.718 1.888 11.006 0.353
H -4.691 1.233 9.674 0.158
H -4.830 -1.024 8.632 0.362
C 3.429 -5.014 -4.907 -0.419
C 2.206 -4.546 -4.351 -0.543
C 2.522 -3.616 -3.397 -0.411
N 3.885 -3.508 -3.351 0.194
C 4.445 -4.354 -4.270 -0.556
H 3.546 -5.749 -5.685 0.413
H 1.211 -4.853 -4.625 0.402
H 1.897 -3.022 -2.753 0.363
H 4.387 -2.873 -2.756 0.202
H 5.513 -4.415 -4.392 0.391
C 6.815 -6.195 1.040 -0.571
C 5.512 -6.428 1.562 -0.467
C 4.627 -5.748 0.768 -0.474
N 5.345 -5.114 -0.210 0.148
C 6.677 -5.381 -0.053 -0.364
H 7.744 -6.581 1.422 0.400
H 5.256 -7.029 2.418 0.408
H 3.554 -5.668 0.812 0.384
H 4.950 -4.556 -0.945 0.179
H 7.410 -4.972 -0.726 0.367
C 0.047 3.820 -5.272 -0.386
C 0.654 4.996 -4.754 -0.762
C 1.449 4.613 -3.707 -0.379
N 1.345 3.257 -3.573 0.105
C 0.495 2.764 -4.521 -0.472
H -0.636 3.761 -6.103 0.470
H 0.519 6.004 -5.110 0.399
H 2.072 5.189 -3.045 0.367
H 1.820 2.709 -2.879 0.320
H 0.284 1.710 -4.586 0.403
C -4.738 4.894 -6.616 -0.528
C -4.971 4.967 -8.017 -0.340
C -4.000 4.222 -8.631 -0.709
N -3.193 3.703 -7.657 0.195
C -3.632 4.108 -6.427 -0.519
H -5.316 5.364 -5.838 0.427
H -5.762 5.503 -8.514 0.413
H -3.820 4.013 -9.672 0.399
H -2.404 3.106 -7.824 0.201
H -3.124 3.805 -5.526 0.451
C -5.620 -0.392 -8.160 -0.915
C -5.013 0.793 -7.661 0.244
C -4.202 0.425 -6.620 -0.622
N -4.294 -0.933 -6.475 0.008
C -5.156 -1.439 -7.409 -0.432
H -6.318 -0.466 -8.978 0.382
H -5.163 1.799 -8.019 0.380
H -3.579 1.014 -5.969 0.411
H -3.809 -1.475 -5.784 0.176
H -5.366 -2.494 -7.459 0.381
```